No. 1
Molecular formula: C22H23BrClIN4O8Zr
Method: DFT, ωB97M-V/def2-TZVPD

energy above the lowest of the compared OMol25 structures with the same formula, charge and spin: 0.000 eV
charge: +2
M: 804.93 g/mol

Geometry as XYZ:
```
61
C22H23BrClIN4O8Zr, DFT ωB97M-V/def2-TZVPD
Zr -0.7052 0.2212 0.3027
C 1.7397 -0.6350 -3.4939
C 2.5839 -0.6537 -2.2562
N 3.8201 -1.1094 -2.3462
C 4.6209 -1.1060 -1.2776
C 4.2436 -0.6383 -0.0345
C 5.2120 -0.6632 1.1263
O 5.3937 0.6161 1.7166
C 2.9192 -0.1780 0.0945
C 2.4417 0.3794 1.3403
N 1.2117 0.6333 1.6526
C 1.0491 1.2719 2.9276
C 1.6218 0.7610 4.0837
C 1.4664 1.4301 5.2885
C 0.7377 2.6082 5.3485
C 0.1468 3.1230 4.2025
C 0.3093 2.4422 3.0127
I -0.5883 3.1185 1.2428
C 2.0889 -0.1895 -1.0261
O 0.8314 0.2491 -0.9144
H 2.1367 -1.3527 -4.2075
H 1.7718 0.3538 -3.9564
H 0.6975 -0.8625 -3.2719
H 5.6229 -1.4888 -1.4355
H 6.1605 -1.0895 0.7960
H 4.8323 -1.3127 1.9179
H 6.0493 1.1141 1.2170
H 3.2158 0.6484 2.0556
H 2.1777 -0.1672 4.0384
H 1.9147 1.0257 6.1854
H 0.6197 3.1298 6.2880
H -0.4265 4.0388 4.2451
O -1.0864 -4.8849 -3.7255
C -1.1435 -3.7976 -2.9720
C -1.8597 -2.6425 -3.3024
C -1.8280 -1.5722 -2.4400
N -1.1497 -1.5777 -1.2848
C -0.4909 -2.6947 -0.9920
Br 0.4224 -2.6190 0.6736
C -0.4338 -3.8193 -1.7670
H -1.6014 -4.8048 -4.5398
H -2.4244 -2.5813 -4.2230
H -2.3575 -0.6622 -2.6820
H 0.1281 -4.6946 -1.4747
O -3.5381 -0.3448 2.9422
Cl -2.4146 -1.0561 2.4064
O -2.5287 -1.1181 0.8967
O -1.1837 -0.1528 2.4625
O -3.4579 1.5340 0.7982
C -4.2761 1.0794 -0.2501
N -3.9099 1.8270 -1.4529
C -4.9687 2.5359 -2.1774
C -2.6630 1.8769 -1.8400
O -1.6943 1.3239 -1.2558
H -5.3311 1.2691 -0.0568
H -3.8389 1.2517 1.6461
H -4.1266 0.0116 -0.4330
H -5.7341 1.8291 -2.4925
H -4.5513 3.0215 -3.0556
H -5.4137 3.2876 -1.5280
H -2.4615 2.4565 -2.7427
```



No. 2
Molecular formula: C22H23BrN2O4
Method: DFT, ωB97M-V/def2-TZVPD

energy above the lowest of the compared OMol25 structures with the same formula, charge and spin: 1.218 eV
charge: 0
structure (SMILES): COc1ccc(N2C(=O)C[C@@H](N3CCC(O)(c4ccc(Br)cc4)CC3)C2=O)cc1
M: 459.34 g/mol

Geometry as XYZ:
```
52
C22H23BrN2O4, DFT ωB97M-V/def2-TZVPD
C 0.5696 -1.4739 -8.5479
O 1.3457 -2.4359 -7.8744
C 1.2401 -2.5293 -6.5234
C 0.4199 -1.7342 -5.7297
C 0.3935 -1.9161 -4.3582
C 1.1741 -2.8964 -3.7669
N 1.1317 -3.0866 -2.3600
C 2.2670 -3.2644 -1.5822
O 3.3958 -3.2227 -1.9897
C 1.8135 -3.5184 -0.1606
C 0.3237 -3.1860 -0.1499
N 0.0493 -1.9368 0.5465
C -1.3549 -1.7511 0.8758
C -1.4971 -0.6069 1.8750
C -0.9057 0.6946 1.3098
O -1.7059 1.0558 0.2009
C -0.9428 1.7728 2.3852
C -1.8234 2.8418 2.2721
C -1.8852 3.8257 3.2422
C -1.0557 3.7356 4.3442
Br -1.1229 5.0870 5.6870
C -0.1809 2.6729 4.4907
C -0.1320 1.6971 3.5132
C 0.5362 0.4164 0.8482
C 0.5515 -0.7529 -0.1326
C -0.0458 -3.1029 -1.6316
O -1.1521 -3.0074 -2.0939
C 1.9946 -3.6976 -4.5540
C 2.0295 -3.5098 -5.9172
H 0.8107 -1.5884 -9.6035
H -0.5012 -1.6469 -8.4009
H 0.8223 -0.4579 -8.2282
H -0.2025 -0.9677 -6.1629
H -0.2485 -1.2971 -3.7521
H 2.3827 -2.9151 0.5451
H 1.9976 -4.5676 0.0752
H -0.2728 -3.9634 0.3349
H -1.7319 -2.6698 1.3302
H -1.9555 -1.5302 -0.0181
H -0.9785 -0.8611 2.7987
H -2.5529 -0.4451 2.0916
H -1.2769 1.7814 -0.2666
H -2.4844 2.8980 1.4205
H -2.5735 4.6508 3.1423
H 0.4537 2.6078 5.3610
H 0.5466 0.8688 3.6457
H 1.1580 0.1619 1.7040
H 0.9511 1.3085 0.3715
H 1.5754 -0.9266 -0.4709
H -0.0672 -0.4975 -1.0092
H 2.6072 -4.4573 -4.0962
H 2.6611 -4.1183 -6.5440
```



No. 3
Molecular formula: C22H23BrN7O3ReS
Method: DFT, ωB97M-V/def2-TZVPD

energy above the lowest of the compared OMol25 structures with the same formula, charge and spin: 0.000 eV
charge: +3
M: 731.65 g/mol
spin multiplicity: 2

Geometry as XYZ:
```
58
C22H23BrN7O3ReS, DFT ωB97M-V/def2-TZVPD
Re 0.2188 -0.3252 0.0478
C -1.5673 3.0833 2.3769
C -1.2499 1.8274 1.6394
N -0.0586 1.4237 1.3485
N 1.0239 2.1410 1.8311
C 2.1182 1.3989 2.0985
N 3.1183 1.9242 2.7746
S 2.1549 -0.1848 1.4957
C -2.2826 0.8597 1.2675
C -3.6089 0.9902 1.6325
C -4.4949 -0.0409 1.3502
C -4.0168 -1.1672 0.7055
C -2.6762 -1.2377 0.3675
N -1.8116 -0.2475 0.6404
H -0.8996 3.9038 2.1137
H -1.5169 2.9208 3.4582
H -2.5723 3.4212 2.1397
H 0.8516 3.0280 2.2857
H 3.0721 2.8382 3.2035
H 3.9429 1.3720 2.9660
H -3.9522 1.8745 2.1491
H -5.5354 0.0376 1.6359
H -4.6660 -1.9962 0.4596
H -2.2757 -2.0925 -0.1545
C 3.3071 -1.6338 -2.9070
C 2.6480 -0.5667 -2.1061
O 2.0103 -0.8764 -1.0627
N 2.7952 0.7025 -2.4631
C 2.1954 1.8020 -1.7140
C 0.7425 1.9553 -2.0904
C 0.3903 2.8571 -3.0773
C -0.9069 2.8888 -3.5639
C -1.8214 1.9882 -3.0464
C -1.4189 1.1383 -2.0394
N -0.1662 1.1190 -1.5352
H 4.1136 -2.0655 -2.3110
H 3.7199 -1.2586 -3.8406
H 2.5819 -2.4209 -3.1094
H 3.3031 0.9050 -3.3118
H 2.7412 2.7116 -1.9509
H 2.3263 1.6003 -0.6540
H 1.1448 3.5212 -3.4782
H -1.1886 3.5852 -4.3427
H -2.8385 1.9387 -3.4087
H -2.1204 0.4291 -1.6309
Br -0.3443 -1.2746 3.6452
C 0.0941 -2.5926 2.3801
C 0.2504 -3.8989 2.8279
C 0.4831 -4.9038 1.9084
C 0.5017 -4.5873 0.5522
C 0.3362 -3.2728 0.1985
N 0.1880 -2.2652 1.0898
C 0.1746 -2.8480 -1.2232
O 0.3981 -3.4891 -2.1906
O -0.3577 -1.5720 -1.2809
H 0.1738 -4.1091 3.8852
H 0.6102 -5.9259 2.2405
H 0.6172 -5.3335 -0.2225
```



No. 4
Molecular formula: C22H23FN4O3
Method: DFT, ωB97M-V/def2-TZVPD

energy above the lowest of the compared OMol25 structures with the same formula, charge and spin: 3.845 eV
charge: 0
structure (SMILES): Fc1ccc(CN2CCCN(Cc3nc(-c4ccc5c(c4)OCO5)no3)CC2)cc1
M: 410.45 g/mol

Geometry as XYZ:
```
53
C22H23FN4O3, DFT ωB97M-V/def2-TZVPD
F -2.1002 -2.7666 -1.5884
C -1.0201 -2.6665 -0.7840
C 0.1758 -3.2254 -1.1924
C 1.2750 -3.1292 -0.3578
C 1.1902 -2.4766 0.8674
C 2.4173 -2.2906 1.7302
N 3.2150 -1.1176 1.3828
C 3.9032 -1.2631 0.1144
C 4.9762 -0.1954 -0.1098
C 4.4229 1.1221 -0.6411
N 3.7805 1.9709 0.3546
C 2.8673 2.9297 -0.2336
C 1.6036 2.3095 -0.7316
N 0.4539 2.2689 -0.1318
C -0.3065 1.4800 -0.9540
C -1.6794 1.1273 -0.6663
C -2.4190 0.3989 -1.5937
C -3.7332 0.0291 -1.3390
C -4.2692 0.4150 -0.1316
C -3.5285 1.1493 0.8007
C -2.2319 1.5207 0.5615
O -4.3042 1.3902 1.9048
C -5.5564 0.7984 1.6357
O -5.5206 0.1839 0.3652
N 0.3569 1.0681 -2.0057
O 1.6021 1.6067 -1.8742
C 3.3266 1.3541 1.5808
C 2.4392 0.1048 1.4684
C -0.0315 -1.9315 1.2495
C -1.1440 -2.0253 0.4340
H 0.2369 -3.7264 -2.1456
H 2.2091 -3.5779 -0.6621
H 2.1190 -2.1772 2.7765
H 3.0681 -3.1653 1.6529
H 4.3919 -2.2415 0.1286
H 3.2024 -1.2443 -0.7399
H 5.6672 -0.5770 -0.8648
H 5.5395 -0.0389 0.8084
H 3.7355 0.8850 -1.4672
H 5.2480 1.7107 -1.0645
H 2.6035 3.6758 0.5187
H 3.3809 3.4186 -1.0662
H -1.9483 0.1168 -2.5211
H -4.3070 -0.5439 -2.0466
H -1.6504 2.0851 1.2697
H -6.3418 1.5712 1.6490
H -5.7806 0.0417 2.4045
H 2.7745 2.1213 2.1275
H 4.2049 1.0885 2.1753
H 1.8385 0.0466 2.3784
H 1.7457 0.2039 0.6202
H -0.1209 -1.4330 2.2035
H -2.0940 -1.6091 0.7284
```



No. 5
Molecular formula: C22H23FeNO5
Method: DFT, ωB97M-V/def2-TZVPD

energy above the lowest of the compared OMol25 structures with the same formula, charge and spin: 0.269 eV
charge: -2
M: 437.27 g/mol
spin multiplicity: 5

Geometry as XYZ:
```
52
C22H23FeNO5, DFT ωB97M-V/def2-TZVPD
O 2.9869 -0.6258 1.4680
C 2.6433 0.4514 1.7542
Fe 1.4686 1.8206 2.0629
C 2.5848 2.9629 2.7409
O 3.5777 3.2631 3.2679
C 1.3090 0.8153 3.4751
O 1.2355 -0.0464 4.2576
C -1.0441 -1.0419 0.9921
C -2.0598 -0.3806 1.8398
C -1.8203 1.0347 2.4391
C -0.5156 1.7980 2.2163
C -0.2315 2.0685 0.7912
C -0.0114 1.0142 -0.1302
C -0.4090 -0.3464 -0.0353
H -0.3966 -1.7544 1.5205
H -2.9855 -0.2764 1.2441
H -2.3505 -1.0644 2.6627
H -2.5823 1.6767 1.9645
H -2.0746 1.0234 3.5112
H -0.5423 2.7037 2.8692
H -0.4174 3.0980 0.3914
H 0.5627 1.2939 -1.0288
H -0.0612 -0.9779 -0.8719
C -5.9071 -7.6046 1.6021
C -5.6445 -6.1544 1.8999
O -4.3990 -5.8252 1.2264
C -3.8869 -4.6380 1.5627
C -2.5041 -4.3893 0.9672
C -1.6245 -3.6518 1.8384
N -2.2187 -5.0430 -0.1135
C -1.2414 -5.0372 -0.9753
C -1.1981 -6.0356 -2.0241
C -0.2515 -6.0371 -3.0783
C -0.3058 -7.0335 -4.0542
C -1.2823 -8.0393 -3.9869
C -2.2095 -8.0539 -2.9301
C -2.1792 -7.0455 -1.9729
O -4.4315 -3.8098 2.2816
H -6.8888 -7.8609 1.9942
H -5.9108 -7.8187 0.5296
H -5.1592 -8.2252 2.1007
H -6.4626 -5.5255 1.5144
H -5.5327 -5.9693 2.9790
H -1.8014 -3.8172 2.9079
H -0.5704 -3.7724 1.5840
H -1.9598 -2.6258 1.6035
H -0.4517 -4.2591 -0.9603
H 0.4977 -5.2447 -3.1195
H 0.4042 -7.0232 -4.8823
H -1.3454 -8.8027 -4.7651
H -2.9670 -8.8290 -2.8479
H -2.9043 -6.9961 -1.1584
```



No. 6
Molecular formula: C22H23N2
Method: DFT, ωB97M-V/def2-TZVPD

energy above the lowest of the compared OMol25 structures with the same formula, charge and spin: 0.863 eV
charge: +1
M: 315.44 g/mol

Geometry as XYZ:
```
47
C22H23N2, DFT ωB97M-V/def2-TZVPD
C -0.1025 -1.5728 -1.9618
C -1.3819 -2.2204 -1.8576
C -2.5440 -1.3846 -2.0073
C -3.8053 -1.9287 -2.1824
C -3.9801 -3.3183 -2.3255
C -2.8844 -4.1530 -2.0454
C -1.6476 -3.6183 -1.6525
C 1.1758 -2.2363 -1.9451
C 2.3624 -1.4329 -1.8341
C 3.6228 -1.9714 -2.0360
C 3.7887 -3.3342 -2.3597
C 2.6578 -4.1637 -2.3286
C 1.3824 -3.6372 -2.1418
H -0.1141 -0.5931 -2.5210
H -2.4246 -0.2977 -1.9859
H -4.6816 -1.2837 -2.2173
H -4.9594 -3.7438 -2.5399
H -3.0067 -5.2415 -2.0873
H -0.9094 -4.2731 -1.1827
H 2.2645 -0.3719 -1.5915
H 4.5112 -1.3422 -1.9385
H 4.7746 -3.7519 -2.5495
H 2.7730 -5.2438 -2.4634
H 0.5367 -4.3140 -2.2307
C 0.2528 5.2385 3.4986
C 0.1710 4.1346 4.5628
C -0.1271 2.8389 3.8057
N 0.3137 3.1122 2.4124
C 0.1659 2.1695 1.4245
C -0.5072 0.9553 1.7490
C -0.6170 -0.0461 0.7875
N -0.0302 0.0607 -0.4177
C 0.5658 1.2321 -0.7648
C 0.6529 2.3170 0.1075
C 0.4574 4.5306 2.1319
H -0.6701 5.8300 3.4849
H 1.0772 5.9231 3.7088
H 1.1337 4.0413 5.0699
H -0.5718 4.3412 5.3338
H 0.3991 1.9794 4.2843
H -1.2191 2.6558 3.8885
H -0.9788 0.8059 2.7337
H -1.2018 -0.9395 1.0482
H 1.0243 1.3372 -1.7629
H 1.1405 3.2345 -0.2365
H -0.2902 4.9015 1.4164
H 1.4510 4.7744 1.7190
```



No. 7
Molecular formula: C22H23N2O7P3SbSe4Zr
Method: DFT, ωB97M-V/def2-TZVPD

energy above the lowest of the compared OMol25 structures with the same formula, charge and spin: 0.541 eV
charge: -1
M: 1049.18 g/mol

Geometry as XYZ:
```
63
C22H23N2O7P3SbSe4Zr, DFT ωB97M-V/def2-TZVPD
Zr 0.5908 -0.0247 0.1995
Se 3.7306 0.8469 3.7606
Sb 2.3232 -0.9062 2.9291
Se -0.0923 0.0132 2.6988
Se 2.8961 -1.1777 0.4491
Se 2.0826 -3.0940 3.9005
O 2.3580 0.0533 -3.4990
P 1.1786 0.8173 -2.7438
O 0.4035 1.6918 -3.6341
O 0.4540 -0.2667 -1.9351
O 2.0329 1.6438 -1.6254
P 1.4084 2.6320 -0.4985
O 2.0902 1.9787 0.7980
O 1.6704 4.0468 -0.7234
O 0.0194 2.0231 -0.2790
H 2.6503 0.5796 -4.2486
H 3.0054 2.0865 1.1188
C -0.5121 -5.3759 1.6654
N -0.4003 -4.2530 0.7511
C -0.2936 -4.2763 -0.6230
C -0.1873 -2.9820 -1.0192
N -0.2000 -2.1755 0.1030
C -0.3278 -2.9784 1.1418
H -0.1666 -6.2768 1.1644
H -1.5444 -5.5097 1.9880
H 0.1191 -5.1799 2.5310
H -0.3029 -5.1901 -1.1916
H -0.0648 -2.5704 -2.0042
H -0.3508 -2.6750 2.1760
C -4.2358 -3.1728 2.6155
C -4.2018 -1.8523 3.0355
C -3.7239 -0.8598 2.1888
C -3.2696 -1.1767 0.9132
C -3.3011 -2.5106 0.4995
C -3.7854 -3.5001 1.3410
P -2.4484 0.0810 -0.1309
C -3.2862 1.6143 0.4236
C -4.5923 1.9204 0.0416
C -5.2168 3.0609 0.5204
C -4.5422 3.9128 1.3878
C -3.2415 3.6186 1.7680
C -2.6137 2.4757 1.2838
C -3.1801 -0.1652 -1.7914
C -4.3379 -0.8958 -2.0559
C -4.8262 -0.9856 -3.3528
C -4.1662 -0.3438 -4.3929
C -3.0188 0.3914 -4.1334
C -2.5268 0.4779 -2.8394
H -4.6062 -3.9460 3.2776
H -4.5377 -1.5911 4.0315
H -3.6899 0.1665 2.5326
H -2.9286 -2.7804 -0.4808
H -3.8051 -4.5308 1.0048
H -5.1209 1.2687 -0.6420
H -6.2297 3.2898 0.2113
H -5.0293 4.8072 1.7572
H -2.7041 4.2828 2.4328
H -1.5917 2.2759 1.5767
H -4.8622 -1.3954 -1.2512
H -5.7244 -1.5591 -3.5485
H -4.5467 -0.4199 -5.4045
H -2.4884 0.8929 -4.9326
H -1.6297 1.0520 -2.6605
```



No. 8
Molecular formula: C22H23N3O2
Method: DFT, ωB97M-V/def2-TZVPD

energy above the lowest of the compared OMol25 structures with the same formula, charge and spin: 1.643 eV
charge: 0
structure (SMILES): CCCC(=O)Nc1c(-c2ccccc2)c(=O)c(C)nn1-c1ccc(C)cc1
M: 361.45 g/mol

Geometry as XYZ:
```
50
C22H23N3O2, DFT ωB97M-V/def2-TZVPD
C -1.6469 -3.2916 0.7210
C -1.6024 -3.3047 -0.8010
C -0.3153 -2.6731 -1.3463
C -0.3526 -1.1666 -1.1916
O -1.0466 -0.4516 -1.8727
N 0.4626 -0.6898 -0.1897
C 0.8032 0.6631 -0.0296
C 2.1165 1.0463 0.0754
C 3.2092 0.0608 0.1559
C 4.2714 0.1201 -0.7404
C 5.3091 -0.7896 -0.6538
C 5.3030 -1.7664 0.3278
C 4.2594 -1.8212 1.2363
C 3.2202 -0.9122 1.1550
C 2.4587 2.4614 0.0578
O 3.5964 2.9013 0.1779
C 1.2876 3.3259 -0.1436
C 1.5145 4.7900 -0.2979
N 0.0755 2.8927 -0.1749
N -0.1899 1.5925 -0.0631
C -1.5622 1.2833 0.0954
C -2.5045 1.9086 -0.7089
C -3.8435 1.6276 -0.5330
C -4.2677 0.7331 0.4447
C -5.7231 0.4160 0.6004
C -3.3143 0.1413 1.2619
C -1.9690 0.4175 1.1000
H -2.5617 -3.7612 1.0740
H -0.8015 -3.8383 1.1348
H -1.6213 -2.2717 1.0934
H -1.6659 -4.3350 -1.1566
H -2.4559 -2.7545 -1.2008
H -0.2489 -2.8785 -2.4163
H 0.5549 -3.1057 -0.8501
H 1.1687 -1.3230 0.1639
H 4.2791 0.8848 -1.5011
H 6.1289 -0.7343 -1.3546
H 6.1146 -2.4757 0.3938
H 4.2589 -2.5675 2.0178
H 2.4320 -0.9314 1.8976
H 2.1472 5.1414 0.5150
H 0.5682 5.3215 -0.3041
H 2.0502 4.9779 -1.2275
H -2.1715 2.5960 -1.4690
H -4.5756 2.1042 -1.1680
H -6.3203 1.3248 0.5646
H -6.0519 -0.2302 -0.2137
H -5.9142 -0.0947 1.5408
H -3.6259 -0.5384 2.0422
H -1.2376 -0.0251 1.7612
```



No. 9
Molecular formula: C22H23N3O4
Method: DFT, ωB97M-V/def2-TZVPD

energy above the lowest of the compared OMol25 structures with the same formula, charge and spin: 2.136 eV
charge: 0
structure (SMILES): O=C(NCc1ccco1)C(=O)c1cn(CC(=O)N2CCCCC2)c2ccccc12
M: 393.44 g/mol

Geometry as XYZ:
```
52
C22H23N3O4, DFT ωB97M-V/def2-TZVPD
O -3.0835 -0.6015 -1.6064
C -3.5789 0.3529 -1.0336
N -4.8985 0.5412 -0.8816
C -5.9006 -0.4116 -1.3002
C -6.5766 -1.0452 -0.1283
C -6.1443 -1.9809 0.7654
C -7.2014 -2.1629 1.6898
C -8.1936 -1.3233 1.2908
O -7.8248 -0.6400 0.1946
C -2.7976 1.5232 -0.4125
O -3.4404 2.4523 0.0635
C -1.3652 1.4571 -0.4304
C -0.5642 0.4292 -0.8980
N 0.7364 0.7467 -0.7667
C 1.8403 -0.1069 -1.0896
C 2.4198 -0.7288 0.1997
O 1.9149 -0.4993 1.2778
N 3.4835 -1.5427 0.0450
C 4.2117 -1.8114 -1.1736
C 5.5969 -1.1617 -1.1083
C 6.3529 -1.6808 0.1125
C 5.5279 -1.4413 1.3749
C 4.1443 -2.0714 1.2248
C 0.8423 1.9866 -0.1746
C 1.9650 2.7234 0.1716
C 1.7600 3.9615 0.7467
C 0.4742 4.4551 0.9685
C -0.6453 3.7259 0.6255
C -0.4627 2.4748 0.0478
H -5.1709 1.3704 -0.3652
H -5.3737 -1.1678 -1.8900
H -6.6511 0.0888 -1.9197
H -5.1945 -2.4746 0.7595
H -7.2161 -2.8267 2.5295
H -9.1713 -1.1284 1.6843
H -0.8770 -0.5037 -1.3253
H 2.6123 0.4810 -1.5969
H 1.4870 -0.8999 -1.7539
H 4.3292 -2.8983 -1.2634
H 3.6627 -1.4593 -2.0447
H 5.4832 -0.0781 -1.0342
H 6.1475 -1.3853 -2.0229
H 6.5366 -2.7514 -0.0045
H 7.3196 -1.1816 0.1945
H 5.4124 -0.3686 1.5417
H 6.0291 -1.8680 2.2440
H 4.2336 -3.1579 1.1193
H 3.5156 -1.8443 2.0865
H 2.9636 2.3442 0.0127
H 2.6119 4.5604 1.0335
H 0.3594 5.4284 1.4224
H -1.6414 4.1005 0.7977
```